Computed, not measured: one molecule with the formula C23H18ClN3O6S in a non-equilibrium geometry, with ωB97M-V/def2-TZVPD.

Summary:
Highest occupied orbital energy in Ha: -0.3053
Orbital gap in eV: 7.77
Relative energy (zero: lowest compared OMol25 entry of this formula, charge and spin) in eV: 0.9829
LUMO level in eV: -0.5
Structure (SMILES): COc1ccc(CN2C(=O)c3cccnc3C2=O)cc1S(=O)(=O)N1CCOc2ccc(Cl)cc21

Geometry (Å):
1 C 4.07 0.75 -1.77
2 O 2.71 1.15 -1.80
3 C 2.07 1.30 -0.61
4 C 2.59 0.93 0.63
5 C 1.85 1.14 1.78
6 C 0.60 1.73 1.74
7 C -0.21 1.93 2.99
8 N -1.11 0.81 3.21
9 C -0.71 -0.40 3.74
10 O 0.41 -0.66 4.10
11 C -1.93 -1.23 3.79
12 C -2.16 -2.53 4.22
13 C -3.47 -2.99 4.10
14 C -4.45 -2.16 3.58
15 N -4.23 -0.91 3.17
16 C -3.00 -0.48 3.28
17 C -2.47 0.86 2.88
18 O -3.01 1.81 2.41
19 C 0.07 2.08 0.50
20 C 0.80 1.87 -0.65
21 S 0.06 2.36 -2.21
22 O -1.29 2.75 -1.94
23 O 0.89 3.29 -2.91
24 N 0.03 0.96 -3.16
25 C 0.54 0.98 -4.50
26 C 1.67 -0.03 -4.64
27 O 1.26 -1.33 -4.27
28 C 0.53 -1.40 -3.12
29 C 0.40 -2.64 -2.51
30 C -0.31 -2.78 -1.33
31 C -0.92 -1.67 -0.78
32 Cl -1.81 -1.81 0.69
33 C -0.84 -0.43 -1.39
34 C -0.10 -0.28 -2.55
35 H 4.17 -0.29 -1.45
36 H 4.43 0.85 -2.80
37 H 4.66 1.41 -1.12
38 H 3.56 0.47 0.70
39 H 2.26 0.82 2.73
40 H -0.83 2.82 2.92
41 H 0.45 2.00 3.86
42 H -1.37 -3.14 4.61
43 H -3.72 -4.00 4.40
44 H -5.47 -2.50 3.47
45 H -0.91 2.53 0.41
46 H 0.89 1.99 -4.70
47 H -0.27 0.73 -5.20
48 H 2.01 -0.11 -5.68
49 H 2.50 0.28 -4.01
50 H 0.88 -3.49 -2.97
51 H -0.39 -3.74 -0.85
52 H -1.38 0.42 -1.00

Atom charges from the Löwdin analysis, given in e for atoms 1 to 8: -0.057, -0.096, -0.249, 0.016, -0.001, -0.176, -0.061, 0.052

---

Computed, not measured: a 5-piece molecular cluster, C24H44ClN8 overall in a non-equilibrium geometry, with ωB97M-V/def2-TZVPD.

Summary:
Highest occupied orbital energy in Ha: -0.5605
Total charge: +3
Orbital gap in eV: 8.71
Relative energy (zero: lowest compared OMol25 entry of this formula, charge and spin) in eV: 3.7791
LUMO level in eV: -6.5

Geometry (Å):
1 C 6.72 3.74 -2.64
2 C 6.67 2.23 -2.04
3 N 5.37 1.63 -2.41
4 C 4.93 1.58 -3.73
5 C 3.77 0.76 -3.68
6 N 3.61 0.31 -2.34
7 C 4.63 0.83 -1.57
8 C 2.65 -0.62 -1.80
9 H 5.89 4.42 -2.45
10 H 6.75 3.90 -3.71
11 H 7.71 4.10 -2.37
12 H 6.74 2.32 -0.95
13 H 7.52 1.64 -2.39
14 H 5.59 1.85 -4.54
15 H 3.20 0.25 -4.45
16 H 4.88 0.60 -0.54
17 H 3.15 -1.25 -1.07
18 H 2.27 -1.23 -2.62
19 H 1.74 -0.15 -1.43
20 C -1.88 -7.08 2.68
21 C -2.40 -6.60 1.27
22 N -1.77 -5.40 0.86
23 C -2.12 -4.18 1.32
24 C -1.22 -3.27 0.76
25 N -0.35 -3.99 -0.05
26 C -0.76 -5.35 -0.04
27 C 0.85 -3.57 -0.67
28 H -2.23 -8.03 3.08
29 H -1.69 -6.30 3.41
30 H -0.89 -7.48 2.45
31 H -3.44 -6.38 1.49
32 H -2.40 -7.36 0.49
33 H -2.89 -4.08 2.08
34 H -1.16 -2.19 0.86
35 H -0.28 -6.21 -0.49
36 H 1.06 -4.27 -1.49
37 H 1.69 -3.60 0.02
38 H 0.79 -2.53 -0.97
39 C -4.25 3.43 -4.35
40 C -4.70 4.08 -2.97
41 N -4.87 3.04 -2.00
42 C -5.85 2.09 -1.99
43 C -5.73 1.34 -0.79
44 N -4.54 1.77 -0.12
45 C -3.99 2.73 -0.96
46 C -4.04 1.12 1.09
47 H -5.03 3.39 -5.12
48 H -3.93 2.43 -4.09
49 H -3.37 3.94 -4.74
50 H -5.52 4.79 -2.96
51 H -3.90 4.65 -2.50
52 H -6.50 2.22 -2.84
53 H -6.22 0.49 -0.33
54 H -3.05 3.17 -0.68
55 H -2.98 1.38 1.14
56 H -4.16 0.04 1.06
57 H -4.62 1.55 1.90
58 C 2.38 2.49 1.41
59 C 2.65 1.73 2.73
60 N 1.52 1.40 3.44
61 C 1.08 1.73 4.77
62 C -0.16 1.25 5.00
63 N -0.42 0.53 3.88
64 C 0.55 0.66 2.89
65 C -1.62 -0.24 3.72
66 H 2.15 1.68 0.72
67 H 3.41 2.72 1.12
68 H 1.74 3.34 1.61
69 H 3.36 2.30 3.33
70 H 3.25 0.83 2.57
71 H 1.67 2.36 5.42
72 H -0.92 1.42 5.76
73 H 0.57 0.25 1.90
74 H -1.69 -0.66 2.72
75 H -2.45 0.43 3.96
76 H -1.62 -1.05 4.46
77 Cl -0.92 0.19 -0.50

Atom charges from the Löwdin analysis, given in e for atoms 1 to 8: -0.050, -0.111, -0.079, 0.034, 0.057, -0.093, 0.031, -0.035

---

Computed, not measured: C3H5NO2 as an isolated structure in a non-equilibrium geometry, with ωB97M-V/def2-TZVPD.

Summary:
Highest occupied orbital energy in Ha: -0.3657
Orbital gap in eV: 10.53
Relative energy (zero: lowest compared OMol25 entry of this formula, charge and spin) in eV: 4.0626
LUMO level in eV: 0.6

Geometry (Å):
1 N 1.55 -0.46 0.29
2 C 0.27 -0.12 -0.20
3 C -1.05 -0.77 0.33
4 O -1.71 0.54 0.20
5 C -0.54 1.10 -0.19
6 O -0.31 2.10 -0.85
7 H 1.91 0.13 1.03
8 H 2.23 -0.55 -0.45
9 H 0.32 0.61 -1.27
10 H -1.58 -1.51 -0.28
11 H -1.07 -1.08 1.39

Atom charges from the Löwdin analysis, given in e for atoms 1 to 8: 0.060, -0.263, -0.040, 0.052, -0.538, 0.077, 0.085, 0.076

---

Computed, not measured: one molecule with the formula C2H4N2S in a non-equilibrium geometry, with ωB97M-V/def2-TZVPD.

Summary:
Highest occupied orbital energy in Ha: -0.3582
Orbital gap in eV: 10.23
Relative energy (zero: lowest compared OMol25 entry of this formula, charge and spin) in eV: 0.9785
LUMO level in eV: 0.5
Structure (SMILES): N#C[C@@H](N)S

Geometry (Å):
1 N 1.65 1.96 -0.27
2 C 0.94 1.08 -0.17
3 C 0.12 -0.01 0.19
4 N -1.30 0.12 -0.32
5 S 0.72 -1.76 -0.36
6 H 0.05 -0.09 1.20
7 H -1.48 0.09 -1.35
8 H -1.83 0.81 0.17
9 H 1.13 -2.20 0.91

Atom charges from the Löwdin analysis, given in e for atoms 1 to 8: 0.169, -0.280, -0.649, -0.026, 0.692, 0.061, 0.094, 0.058